14
Properties=species:S:1:pos:R:3:forces:R:3 method="wB97M-V/def2-TZVPD" gap_ev="3.599 / 3.685" spin_multiplicity=3 s2=2.011
C 0.41416 -0.42349 -1.81115 0.1897 1.5293 -0.3333
C 1.07490 -1.64840 0.19204 2.0044 -1.1163 -1.0227
C -0.41308 1.87752 1.32138 4.5218 2.5206 0.9146
C 0.14195 -1.25003 -0.83862 -0.5368 -0.5793 0.2045
N 0.75622 0.40737 -2.63759 -0.3527 0.2161 0.6080
N -1.56668 1.65796 0.91800 -3.0917 -2.8713 -1.0918
H 0.62501 -1.35163 1.11264 0.2257 0.0514 1.2185
H 2.00179 -1.13698 -0.09403 0.0277 -0.0125 1.0421
H 1.31325 -2.75970 0.12793 -0.5911 1.1164 0.4336
H 1.14860 -0.01058 -3.43775 0.6399 0.0296 -1.7350
H -0.05364 2.92825 1.15108 -0.1897 -0.6135 0.1736
H 0.38156 1.35868 1.92397 -1.1516 -0.4348 -0.4082
H -0.77423 -1.74501 -0.84479 -1.8502 -0.8954 -0.0563
H -1.91636 0.67253 0.81386 0.1546 1.0598 0.0524